No. 1
ORCA calculation (the ωB97M-V functional and the def2-TZVPD basis) on C4H4N4 as an isolated structure.

```
! wB97M-V def2-TZVPD RIJCOSX def2/J DEFGRID3
* xyz 0 1
C 0.04 -0.31 0.56
C -0.99 0.27 1.48
C 0.07 0.25 -0.67
C 0.87 -0.37 -1.74
H 2.17 -0.94 0.95
H 0.46 -2.35 1.39
H -0.70 1.94 -1.75
H -1.28 1.77 0.00
N 0.83 -1.09 1.31
N -2.15 0.67 1.83
N -1.00 1.21 -1.12
N 1.68 -1.06 -2.24
*
```

highest occupied orbital energy	-9.28	eV
energy relative to the best compared isomer or geometry (same formula, charge and spin)	604.7	kJ/mol
max |F|	10.05	eV/A
frontier orbital gap	8.4	eV

No. 2
ORCA calculation (the ωB97M-V functional and the def2-TZVPD basis) on one molecule with the formula C4H4N4.

```
! wB97M-V def2-TZVPD RIJCOSX def2/J DEFGRID3
* xyz 0 1
C 0.39 1.10 -0.11
C 1.09 -0.14 -0.31
C 0.52 -1.29 -0.02
C -1.68 -0.64 0.15
H 1.63 1.75 1.15
H 2.09 -0.12 -0.77
H 1.09 -2.25 -0.06
H -2.67 -0.83 0.50
N 0.77 2.08 0.62
N -0.76 -1.42 0.53
N -1.70 0.48 -0.76
N -0.78 1.27 -0.92
*
```

highest occupied orbital energy	-9.34	eV
energy relative to the best compared isomer or geometry (same formula, charge and spin)	286.1	kJ/mol
max |F|	2.03	eV/A
frontier orbital gap	8.7	eV

No. 3
ORCA calculation (the ωB97M-V functional and the def2-TZVPD basis) on one molecule with the formula C4H4N4O.

```
! wB97M-V def2-TZVPD RIJCOSX def2/J DEFGRID3
* xyz 0 1
C -0.41 0.57 0.49
C -0.39 0.41 -1.86
C 0.32 -0.89 -2.14
C 1.14 -1.16 0.08
H 0.11 0.15 2.62
H -0.64 0.96 -2.79
H 0.27 -1.36 -3.14
H 1.97 -1.78 0.49
N -0.94 1.21 1.48
N -0.77 0.97 -0.79
N 0.93 -1.60 -1.26
N 0.54 -0.44 0.88
O -0.50 0.93 2.66
*
```

highest occupied orbital energy	-9.01	eV
energy relative to the best compared isomer or geometry (same formula, charge and spin)	363.5	kJ/mol
max |F|	3.21	eV/A
frontier orbital gap	7.7	eV

No. 4
ORCA calculation (the ωB97M-V functional and the def2-TZVPD basis) on a 2-piece molecular cluster, C4H4N4O4 overall.

```
! wB97M-V def2-TZVPD RIJCOSX def2/J DEFGRID3
* xyz 0 1
C -2.73 -0.20 -0.22
C -0.94 -1.77 0.07
C -1.02 1.70 0.09
C 0.75 0.18 -0.03
N -2.30 -1.61 -0.05
N 0.27 1.54 0.28
N -1.55 0.43 -0.32
N -0.46 -0.43 -0.31
O -3.84 0.22 -0.31
O -0.18 -2.69 0.21
O -1.73 2.62 0.29
O 1.75 0.14 -0.91
H 1.37 -0.26 1.21
H -2.92 -2.39 0.16
H 0.81 2.49 0.28
H 2.28 -0.62 -0.76
*
```

highest occupied orbital energy	-9.60	eV
energy relative to the best compared isomer or geometry (same formula, charge and spin)	201.6	kJ/mol
max |F|	6.47	eV/A
frontier orbital gap	9.9	eV

No. 5
ORCA calculation (the ωB97M-V functional and the def2-TZVPD basis) on an isolated ion of composition C4H4N5O2 and charge +1.

```
! wB97M-V def2-TZVPD RIJCOSX def2/J DEFGRID3
* xyz 1 1
C 0.53 -1.16 -0.31
C 1.81 -0.59 -0.08
C -0.77 1.51 -0.23
C -2.63 0.31 0.40
N 4.05 -1.02 -0.19
N -0.69 -0.80 -0.34
N 2.92 -1.35 -0.31
N -1.20 0.41 0.04
N 2.13 0.68 0.25
O -0.38 2.53 -0.47
O 3.23 0.99 0.34
H 0.41 -2.23 -0.55
H -3.19 1.31 0.47
H -3.36 -0.22 -0.29
H -2.87 -0.37 1.28
*
```

highest occupied orbital energy (spin up / spin down)	-14.17 / -14.17	eV
energy relative to the best compared isomer or geometry (same formula, charge and spin)	92.3	kJ/mol
max |F|	5.97	eV/A
frontier orbital gap (spin up / spin down)	9.2 / 9.2	eV

No. 6
ORCA calculation (the ωB97M-V functional and the def2-TZVPD basis) on a 2-piece molecular cluster, C4H4NO overall.

```
! wB97M-V def2-TZVPD RIJCOSX def2/J DEFGRID3
* xyz 1 1
C -1.68 -0.60 0.08
C -2.79 0.03 -0.15
C 2.11 0.42 0.04
C -0.53 -0.90 0.46
N 0.91 0.46 -0.22
O -3.77 0.51 -0.44
H 2.99 0.93 -0.45
H 2.37 -0.17 0.82
H 0.07 -1.70 0.67
H 0.33 1.02 -0.81
*
```

highest occupied orbital energy	-14.70	eV
energy relative to the best compared isomer or geometry (same formula, charge and spin)	200.0	kJ/mol
max |F|	3.68	eV/A
frontier orbital gap	8.6	eV

Q: Among the records above, which one has the lowest energy relative to the best compared isomer or geometry (same formula, charge and spin)?
A: C4H4N5O2

Copy entry 1 word for word.
ORCA calculation (the ωB97M-V functional and the def2-TZVPD basis) on C4H4N4 as an isolated structure.

```
! wB97M-V def2-TZVPD RIJCOSX def2/J DEFGRID3
* xyz 0 1
C 0.04 -0.31 0.56
C -0.99 0.27 1.48
C 0.07 0.25 -0.67
C 0.87 -0.37 -1.74
H 2.17 -0.94 0.95
H 0.46 -2.35 1.39
H -0.70 1.94 -1.75
H -1.28 1.77 0.00
N 0.83 -1.09 1.31
N -2.15 0.67 1.83
N -1.00 1.21 -1.12
N 1.68 -1.06 -2.24
*
```

highest occupied orbital energy	-9.28	eV
energy relative to the best compared isomer or geometry (same formula, charge and spin)	604.7	kJ/mol
max |F|	10.05	eV/A
frontier orbital gap	8.4	eV

Q: Which value of energy relative to the best compared isomer or geometry (same formula, charge and spin) does entry 5 give?
A: 92.3 kJ/mol